1.
{"formula": "C7H10", "method": "ωB97M-V/def2-TZVPD", "smiles": "C#CC[C@@H]1C[C@@H]1C", "orbital_gap_ev": 9.79, "e_above_lowest_ev": 4.2969, "charge": 0, "elements": ["C", "C", "C", "C", "C", "C", "C", "H", "H", "H", "H", "H", "H", "H", "H", "H", "H"], "positions_angstrom": [[1.064, -1.095, 0.727], [0.144, 0.095, 0.913], [1.051, 1.534, 0.426], [-0.278, 1.137, -0.042], [-0.672, 0.540, -1.360], [-1.312, -0.700, -0.911], [-1.916, -1.696, -0.617], [1.770, -0.960, 1.548], [0.626, -2.098, 0.828], [1.619, -1.064, -0.212], [-0.571, -0.110, 1.735], [1.203, 2.474, 0.967], [1.914, 1.308, -0.221], [-1.038, 1.749, 0.437], [0.196, 0.309, -1.987], [-1.377, 1.152, -1.924], [-2.423, -2.575, -0.307]]}

2.
{"formula": "C7H10", "method": "ωB97M-V/def2-TZVPD", "smiles": "C=C[C@H]1CC12CC2", "orbital_gap_ev": 9.12, "e_above_lowest_ev": 5.2058, "charge": 0, "elements": ["C", "C", "C", "C", "C", "C", "C", "H", "H", "H", "H", "H", "H", "H", "H", "H", "H"], "positions_angstrom": [[-1.842, -0.095, -0.327], [-1.792, 1.308, 0.229], [-0.490, 0.624, 0.027], [1.090, -1.844, -0.746], [1.321, -1.173, 0.380], [1.268, 1.139, -0.008], [0.618, 0.067, 0.802], [-2.271, -0.303, -1.311], [-2.199, -0.853, 0.397], [-2.027, 2.042, -0.547], [-2.195, 1.574, 1.207], [0.198, -1.643, -1.334], [1.823, -2.549, -1.128], [2.261, -1.279, 0.924], [1.670, 0.910, -0.986], [1.987, 1.803, 0.553], [0.578, 0.270, 1.869]]}

- Number 2 is which compound?
  C7H10

- Which formula does entry 2 have?
  C7H10

Please write out number 1 again, unchanged.
{"formula": "C7H10", "method": "ωB97M-V/def2-TZVPD", "smiles": "C#CC[C@@H]1C[C@@H]1C", "orbital_gap_ev": 9.79, "e_above_lowest_ev": 4.2969, "charge": 0, "elements": ["C", "C", "C", "C", "C", "C", "C", "H", "H", "H", "H", "H", "H", "H", "H", "H", "H"], "positions_angstrom": [[1.064, -1.095, 0.727], [0.144, 0.095, 0.913], [1.051, 1.534, 0.426], [-0.278, 1.137, -0.042], [-0.672, 0.540, -1.360], [-1.312, -0.700, -0.911], [-1.916, -1.696, -0.617], [1.770, -0.960, 1.548], [0.626, -2.098, 0.828], [1.619, -1.064, -0.212], [-0.571, -0.110, 1.735], [1.203, 2.474, 0.967], [1.914, 1.308, -0.221], [-1.038, 1.749, 0.437], [0.196, 0.309, -1.987], [-1.377, 1.152, -1.924], [-2.423, -2.575, -0.307]]}